[1]
{"formula": "C4H11N4", "method": "ωB97M-V with the def2-TZVPD basis set", "symbols": ["N", "N", "N", "N", "C", "C", "C", "C", "H", "H", "H", "H", "H", "H", "H", "H", "H", "H", "H"], "xyz": [[1.114, -0.226, 0.572], [-1.186, -0.299, 0.376], [-0.091, 1.792, -0.170], [0.080, -2.222, 0.894], [-1.180, -1.765, 0.286], [-0.140, 0.394, -0.258], [1.104, -1.392, 1.114], [0.321, 2.431, -1.475], [-2.039, -2.053, 0.891], [1.169, 1.825, -1.623], [0.089, 0.123, -1.233], [-0.815, 2.285, 0.286], [0.518, 3.544, -1.485], [-1.497, 0.074, 1.234], [0.257, -3.137, 1.125], [1.952, 0.317, 0.750], [-0.311, 2.155, -2.366], [1.766, -1.820, 1.923], [-1.110, -2.024, -0.840]], "mulliken_charge": [-0.1395, -0.3713, -0.3456, -0.1145, -0.3900, -0.1554, 0.0503, -0.8579, 0.3615, 0.3508, 0.4960, 0.2617, 0.3048, 0.2511, 0.1471, 0.2353, 0.2897, 0.3426, 0.2833], "energy_ha": -377.75895, "smiles": "CN[C@@H]1NCNC=[NH+]1", "charge": 1, "homo_ev": -13.57, "relative_energy_kcal_mol": 42.5, "orbital_gap_ev": 10.6}

[2]
{"formula": "C36H39F5IrN5O3P2SSe", "method": "ωB97M-V with the def2-TZVPD basis set", "symbols": ["Ir", "Se", "S", "P", "P", "F", "F", "F", "F", "F", "O", "O", "O", "N", "N", "N", "N", "N", "C", "C", "C", "C", "C", "C", "C", "C", "C", "C", "C", "C", "C", "C", "C", "C", "C", "C", "C", "C", "C", "C", "C", "C", "C", "C", "C", "C", "C", "C", "C", "C", "C", "C", "C", "C", "H", "H", "H", "H", "H", "H", "H", "H", "H", "H", "H", "H", "H", "H", "H", "H", "H", "H", "H", "H", "H", "H", "H", "H", "H", "H", "H", "H", "H", "H", "H", "H", "H", "H", "H", "H", "H", "H", "H"], "xyz": [[0.248, -0.455, 0.377], [-2.524, -0.417, -2.006], [0.035, 1.076, 2.883], [2.017, 0.913, -0.298], [1.332, -2.186, -0.677], [-5.676, 0.911, -5.903], [-5.859, -1.633, -6.760], [-3.017, -3.080, -3.368], [-4.151, 1.493, -3.760], [-4.547, -3.627, -5.514], [0.887, -0.106, 2.618], [0.637, 2.257, 3.421], [-1.762, -2.603, 1.070], [-1.254, 2.399, -0.529], [-1.358, -1.565, 0.828], [3.073, -2.124, -2.740], [-0.542, 1.289, 1.383], [3.833, 0.553, -2.302], [-3.034, 1.133, 5.426], [4.442, -0.202, -3.249], [-4.238, 0.235, -4.173], [1.289, -3.998, 1.361], [2.276, 3.064, -2.088], [3.070, -4.355, -0.368], [-4.438, -2.389, -5.068], [2.517, -1.381, -1.811], [0.004, 2.604, -1.427], [-2.325, 3.274, -1.049], [-1.253, 0.564, 3.935], [2.872, -0.022, -1.619], [-1.080, 2.465, 0.929], [3.311, 1.232, 0.919], [-5.021, -0.043, -5.270], [-3.536, -0.773, -3.489], [1.442, 2.589, -0.878], [-5.119, -1.360, -5.717], [2.290, -3.305, 0.430], [-2.591, -1.165, 4.901], [6.105, -0.391, -4.967], [-1.541, -0.788, 4.084], [4.679, -2.295, -4.505], [3.259, -2.455, 1.253], [5.499, 0.362, -4.009], [1.671, 3.629, 0.236], [5.690, -1.728, -5.219], [-3.356, -0.215, 5.577], [-4.472, -0.634, 6.487], [-1.985, 1.532, 4.618], [-2.146, 4.625, 0.933], [-2.662, 4.378, -0.365], [-3.661, -2.091, -3.972], [4.039, -1.538, -3.491], [-1.435, 3.612, 1.580], [0.288, -3.203, -1.743], [-0.195, -2.564, -2.482], [-4.865, -1.611, 6.214], [-0.483, -3.708, -1.162], [3.810, -3.910, -1.030], [0.710, -3.284, 1.949], [2.065, 2.502, -2.997], [2.419, -4.997, -0.960], [2.727, 3.894, 0.267], [-3.604, 1.879, 5.964], [3.342, 2.978, -1.890], [-1.569, 1.442, -0.734], [6.914, 0.025, -5.551], [4.352, -3.311, -4.673], [2.925, 1.778, 1.776], [-0.921, -1.535, 3.608], [-2.396, 5.535, 1.456], [1.117, 4.536, -0.016], [-0.131, 1.868, -2.223], [-3.379, 5.053, -0.812], [2.749, -1.673, 1.819], [2.043, 4.115, -2.264], [4.027, -2.002, 0.618], [1.846, -4.619, 2.063], [-1.719, 2.577, 4.547], [4.105, 1.800, 0.431], [-2.813, -2.216, 5.033], [-4.110, -0.697, 7.516], [6.196, -2.298, -5.987], [0.603, -4.650, 0.819], [0.902, -3.939, -2.261], [3.596, -4.993, 0.344], [-2.693, 2.957, -2.012], [-1.172, 3.713, 2.622], [-0.154, 3.593, -1.856], [-5.287, 0.087, 6.469], [1.374, 3.322, 1.234], [5.798, 1.380, -3.802], [3.708, 0.279, 1.263], [3.773, -3.099, 1.968]], "mulliken_charge": [2.3229, -0.0592, 1.6677, 0.7769, 0.6919, -0.2587, -0.2418, -0.2354, -0.2011, -0.2535, -0.8779, -0.6649, -0.2363, 1.5362, -0.0136, -0.2813, -0.5845, -0.1595, -0.9201, 0.2677, 0.3501, -1.7021, -2.0583, -1.7062, 0.0418, -0.2934, -2.1054, -0.5481, -0.3887, 0.2398, 0.1945, -1.7307, -0.0663, -0.1107, 2.5371, 0.5787, 1.6691, -1.0563, -0.6057, -0.3756, -0.5161, -1.4697, -0.5712, -2.0503, -0.5667, 0.9506, -1.5024, -0.4946, -1.1483, -0.5497, 0.4758, 0.2585, -0.4005, -1.4863, 0.3805, 0.3892, 0.4139, 0.3771, 0.2053, 0.4446, 0.3631, 0.5215, 0.4306, 0.4400, -0.9137, 0.4260, 0.4920, 0.4579, 0.7514, 0.5014, 0.4396, 0.2485, 0.4876, -0.0637, 0.5676, 0.3411, 0.5501, 0.4448, 0.4928, 0.4213, 0.3079, 0.4261, 0.3566, 0.5591, 0.5026, 0.6807, 0.5360, 0.6535, 0.3930, 0.3300, 0.4921, 0.4098, 0.6737], "energy_ha": -5980.06662, "s2": 6.066, "charge": 2, "spin_multiplicity": 5, "homo_ev": [-12.28, -13.85], "relative_energy_kcal_mol": 30.6, "orbital_gap_ev": [5.9, 6.0]}

[3]
{"formula": "C3H9N3O", "method": "ωB97M-V with the def2-TZVPD basis set", "symbols": ["O", "N", "N", "N", "C", "C", "C", "H", "H", "H", "H", "H", "H", "H", "H", "H"], "xyz": [[-0.458, 1.509, -0.286], [-2.639, 0.287, 0.715], [2.043, -1.567, -1.341], [0.847, -0.233, 0.297], [-1.320, -0.082, 1.241], [-0.246, 0.556, 0.414], [1.721, -0.141, -0.915], [-2.752, 1.300, 0.607], [-3.468, 0.012, 1.298], [2.991, -1.794, -1.062], [1.115, 0.270, -1.782], [2.705, 0.346, -0.763], [0.815, -1.137, 0.714], [-1.186, 0.349, 2.274], [-1.309, -1.188, 1.273], [2.070, -1.633, -2.402]], "mulliken_charge": [-0.6156, -0.6289, -0.6621, -0.2773, -0.3888, 0.5939, -0.3025, 0.2245, 0.2172, 0.2344, 0.2910, 0.2509, 0.2831, 0.2109, 0.3241, 0.2451], "energy_ha": -359.20265, "smiles": "NCNC(=O)CN", "homo_ev": -9.05, "relative_energy_kcal_mol": 26.2, "orbital_gap_ev": 10.0}